No. 1
This record from OMol25 describes 6 unconnected molecules or ions with the total composition C20H36Br2Cl10N4OS at a distorted geometry. The level of theory is ωB97M-V/def2-TZVPD.

Cartesian coordinates (Å):
C -1.098 0.517 1.818
C -0.254 1.637 1.125
Br -0.818 3.348 1.970
C -0.519 1.719 -0.417
Br -2.418 2.076 -0.737
C -0.006 0.385 -1.026
C -0.967 -0.594 -1.720
N -2.032 -1.267 -0.903
C -2.857 -1.797 -1.645
S -3.663 -2.887 -2.521
C 0.108 -1.662 -2.157
O -0.037 -2.840 -2.286
N 1.342 -0.976 -2.324
C 1.059 0.462 -2.170
N 0.501 0.844 -3.489
C 2.246 1.431 -1.882
C 3.604 0.943 -2.497
N 4.294 0.059 -1.535
H -0.680 0.379 2.825
H -1.043 -0.449 1.281
H -2.139 0.852 1.911
H 0.807 1.462 1.354
H 0.113 2.532 -0.801
H 0.435 -0.230 -0.223
H -1.502 -0.221 -2.604
H 1.890 -1.257 -3.130
H 0.948 0.332 -4.235
H 0.630 1.830 -3.679
H 2.325 1.516 -0.775
H 2.033 2.458 -2.230
H 4.257 1.791 -2.745
H 3.427 0.404 -3.456
H 3.816 0.044 -0.643
H 4.286 -0.902 -1.856
Cl 0.143 8.145 2.436
C 0.092 6.993 3.794
C 1.473 6.613 4.272
Cl 2.351 5.632 3.074
H -0.472 6.119 3.473
H -0.456 7.479 4.601
H 1.396 6.013 5.178
H 2.074 7.492 4.494
Cl 3.297 -3.015 -5.076
C 2.997 -4.725 -4.660
C 2.340 -4.877 -3.310
Cl 3.435 -4.422 -1.981
H 3.950 -5.250 -4.703
H 2.348 -5.130 -5.436
H 2.064 -5.919 -3.152
H 1.442 -4.269 -3.226
Cl -1.447 -2.269 2.368
C -2.052 -2.932 3.911
C -3.348 -2.288 4.337
Cl -3.131 -0.580 4.803
H -1.275 -2.800 4.661
H -2.205 -4.000 3.761
H -3.745 -2.806 5.209
H -4.094 -2.328 3.546
Cl -6.707 -2.332 6.015
C -6.763 -3.509 7.350
C -5.383 -3.887 7.831
Cl -4.489 -4.839 6.617
H -7.319 -4.380 7.010
H -7.320 -3.043 8.162
H -5.459 -4.505 8.724
H -4.790 -3.008 8.072
Cl 3.016 0.544 -5.732
C 2.402 2.020 -6.542
C 3.288 3.231 -6.366
Cl 3.290 3.852 -4.700
H 1.396 2.208 -6.170
H 2.336 1.777 -7.602
H 2.923 4.041 -6.996
H 4.318 3.017 -6.646

Properties
charge	0
energy above the lowest of the compared OMol25 structures with the same formula, charge and spin	0.671	eV
frontier orbital gap	9.299	eV
calculated total energy	-305476.686	eV
structure (SMILES)	C[C@H](Br)[C@H](Br)[C@H]1[C@H](N=C=S)C(=O)N[C@]1(N)CCN.ClCCCl.ClCCCl.ClCCCl.ClCCCl.ClCCCl

No. 2
This record from OMol25 describes a molecular structure, C20H36BrIrNO5PTe. The level of theory is ωB97M-V/def2-TZVPD.

Cartesian coordinates (Å):
Ir 0.085 -0.555 0.188
C 4.871 6.022 1.201
C 4.987 5.103 -0.028
C 4.935 5.950 -1.312
C 6.333 4.380 0.028
C 3.812 4.144 -0.030
C 3.984 2.752 0.007
C 2.894 1.931 0.012
Br 3.150 0.067 0.071
C 1.545 2.436 -0.014
O 0.546 1.676 0.027
C 1.371 3.883 -0.082
C 2.496 4.660 -0.078
C -0.032 4.473 -0.174
C 0.010 6.003 -0.220
C -0.871 4.066 1.050
C -0.716 3.982 -1.464
H 5.709 6.719 1.212
H 4.897 5.442 2.125
H 3.951 6.608 1.189
H 5.776 6.645 -1.321
H 4.019 6.537 -1.379
H 5.004 5.319 -2.199
H 7.135 5.118 0.031
H 6.484 3.736 -0.840
H 6.435 3.783 0.935
H 4.973 2.321 0.035
H 2.386 5.733 -0.120
H 0.454 6.426 0.683
H -1.009 6.382 -0.293
H 0.558 6.369 -1.091
H -0.375 4.355 1.978
H -1.068 2.996 1.060
H -1.832 4.580 1.012
H -0.135 4.269 -2.343
H -1.700 4.446 -1.547
H -0.848 2.902 -1.467
C -5.462 0.656 -3.155
C -4.464 -0.434 -2.860
O -3.845 -0.143 -1.583
P -2.616 -0.972 -1.056
O -2.275 -0.536 0.333
Te -0.590 -0.519 -2.351
O -2.993 -2.497 -1.102
C -2.826 -3.381 -2.239
C -1.806 -4.439 -1.897
H -5.953 0.453 -4.106
H -4.966 1.623 -3.218
H -6.220 0.700 -2.374
H -3.683 -0.471 -3.626
H -4.946 -1.410 -2.794
H -2.517 -2.801 -3.113
H -3.807 -3.808 -2.436
H -0.824 -3.987 -1.752
H -1.739 -5.166 -2.707
H -2.092 -4.954 -0.981
C 1.968 -3.312 0.171
C 0.736 -2.552 0.553
O -0.218 -3.025 1.117
H 1.800 -4.386 0.246
H 2.762 -3.023 0.865
H 2.289 -3.032 -0.832
N -0.445 0.282 2.320
H -1.432 0.056 2.409
H -0.339 1.283 2.447
H 0.057 -0.184 3.068

Properties
charge	+1
energy above the lowest of the compared OMol25 structures with the same formula, charge and spin	0.000	eV
expectation value of S²	8.80
frontier orbital gap (alpha / beta)	7.200 / 6.066	eV
2S+1	6
calculated total energy	-122509.113	eV

No. 3
This record from OMol25 describes 7 unconnected molecules or ions with the total composition C20H36Cl12N5 at a distorted geometry. The level of theory is ωB97M-V/def2-TZVPD.

Cartesian coordinates (Å):
N 3.865 -0.184 -0.470
C 4.797 0.961 -0.646
C 4.107 2.373 -0.570
C 3.394 2.840 -1.889
C 2.146 1.982 -2.332
C 0.754 2.482 -1.694
C 0.202 1.298 -0.815
N 1.184 1.076 0.287
C 0.992 1.980 1.335
N 1.678 1.708 2.491
N 0.225 3.131 1.276
C -1.155 2.914 0.672
C -1.180 1.587 -0.120
C -2.400 1.421 -1.105
C -2.477 0.101 -1.738
C -3.691 -0.008 -2.649
C -4.522 1.172 -2.728
N -4.418 2.388 -2.154
C -3.313 2.531 -1.303
H 4.295 -0.927 0.079
H 3.654 -0.559 -1.396
H 5.515 0.912 0.224
H 5.433 0.860 -1.572
H 4.933 3.117 -0.373
H 3.454 2.395 0.338
H 4.163 2.802 -2.713
H 3.079 3.920 -1.833
H 2.240 0.888 -2.121
H 2.081 2.076 -3.453
H 0.965 3.409 -1.099
H 0.100 2.733 -2.568
H 0.150 0.377 -1.445
H 0.933 0.162 0.691
H 1.250 1.281 3.308
H 2.681 1.898 2.447
H 0.154 3.590 2.185
H -1.878 2.812 1.526
H -1.358 3.827 0.053
H -1.322 0.762 0.646
H -1.758 -0.720 -1.558
H -3.923 -0.951 -3.197
H -5.420 1.052 -3.391
H -3.187 3.497 -0.781
C -6.064 5.666 -0.392
Cl -5.342 7.208 -0.869
Cl -4.993 4.307 -0.776
H -6.249 5.680 0.679
H -7.001 5.536 -0.927
C 3.307 -4.336 -0.472
Cl 3.693 -3.308 -1.861
Cl 3.815 -3.580 1.048
H 2.232 -4.497 -0.443
H 3.824 -5.292 -0.582
C -4.592 -2.200 0.879
Cl -4.203 -1.192 -0.532
Cl -4.071 -1.422 2.382
H -5.667 -2.357 0.918
H -4.083 -3.155 0.783
C 2.884 -7.421 1.698
Cl 1.776 -8.794 1.632
Cl 3.830 -7.286 0.210
H 2.307 -6.510 1.831
H 3.563 -7.555 2.535
C -0.690 -0.432 4.961
Cl 0.858 -1.177 4.544
Cl -0.505 1.303 5.266
H -1.382 -0.572 4.134
H -1.082 -0.907 5.856
C -0.650 -5.799 -0.492
Cl 0.000 -5.378 1.099
Cl 0.475 -5.366 -1.785
H -0.832 -6.870 -0.527
H -1.582 -5.261 -0.642

Properties
charge	+1
energy above the lowest of the compared OMol25 structures with the same formula, charge and spin	0.000	eV
frontier orbital gap	8.153	eV
calculated total energy	-179033.939	eV